## a
{"formula": "C4H12N2O", "method": "ωB97M-V with the def2-TZVPD basis set", "elements": ["C", "C", "C", "C", "H", "H", "H", "H", "H", "H", "H", "H", "H", "H", "H", "H", "N", "N", "O"], "coordinates": [[-1.072, 1.579, -1.459], [-2.244, 0.719, -1.026], [-2.765, -1.509, 0.193], [3.346, 0.267, 1.567], [-0.171, 0.975, -1.158], [-1.295, 2.596, -1.037], [-1.248, 1.592, -2.519], [-0.921, -0.367, -0.065], [-3.378, -1.667, -0.642], [-2.117, -2.451, 0.216], [-3.295, -1.224, 1.084], [3.901, -0.394, -0.379], [3.489, -1.550, 0.908], [2.178, 0.131, 2.006], [4.171, 0.087, 2.313], [3.390, 1.307, 1.097], [-1.858, -0.377, -0.257], [3.322, -0.575, 0.437], [-3.435, 0.861, -1.280]], "homo_ha": -0.3401, "gap_ha": 0.3662, "smiles": "CNC(C)=O.CN"}

=====

## b
{"formula": "C4H12N2O", "method": "ωB97M-V with the def2-TZVPD basis set", "elements": ["N", "C", "C", "C", "O", "C", "N", "H", "H", "H", "H", "H", "H", "H", "H", "H", "H", "H", "H"], "coordinates": [[0.259, 0.238, -1.506], [0.095, -0.172, -0.197], [-0.080, 1.085, 0.766], [-1.606, 1.472, 0.837], [-2.443, 0.294, 1.078], [1.339, -0.973, 0.178], [1.710, -2.015, -0.961], [0.846, -0.339, -2.110], [-0.469, 0.623, -1.993], [-3.255, 0.351, 0.522], [-0.801, -0.861, -0.375], [0.638, 1.846, 0.698], [0.076, 0.560, 1.625], [-1.932, 2.263, 1.720], [-1.889, 2.138, -0.106], [1.219, -1.527, 1.144], [1.948, -0.022, 0.274], [2.683, -1.999, -1.109], [1.662, -2.962, -0.487]], "homo_ha": -0.2949, "gap_ha": 0.3297, "smiles": "NC[C@H](N)CCO"}

=====

Winner for stability: a

=====

## a
{"formula": "C4H12N2O", "method": "ωB97M-V with the def2-TZVPD basis set", "elements": ["C", "N", "C", "O", "H", "H", "H", "H", "H", "C", "C", "N", "H", "H", "H", "H", "H", "H", "H"], "coordinates": [[1.162, 1.447, 0.109], [0.194, 2.342, 0.411], [-1.323, -0.468, -0.085], [-1.563, 0.433, 0.747], [-0.680, 1.838, 0.715], [0.037, 3.053, -0.293], [-1.864, -0.483, -1.047], [1.312, 0.700, 0.879], [2.065, 1.853, -0.336], [-0.834, -1.831, 0.384], [0.657, 0.205, -1.391], [0.058, -1.838, 1.531], [-0.372, -1.342, 2.305], [0.922, -1.357, 1.301], [-1.730, -2.409, 0.643], [-0.355, -2.354, -0.445], [1.676, -0.186, -1.430], [0.086, -0.594, -1.857], [0.554, 0.991, -2.140]], "homo_ha": -0.3092, "gap_ha": 0.3375}

=====

## b
{"formula": "C4H12N2O", "method": "ωB97M-V with the def2-TZVPD basis set", "elements": ["C", "N", "C", "C", "O", "C", "N", "H", "H", "H", "H", "H", "H", "H", "H", "H", "H", "H", "H"], "coordinates": [[1.275, 1.329, 1.659], [1.268, 0.713, 0.341], [0.008, -0.174, 0.116], [0.636, -1.207, -0.904], [-0.363, -2.146, -0.944], [-1.042, 0.675, -0.602], [-2.406, 0.006, -0.304], [0.405, 1.160, 2.123], [1.659, 2.305, 1.466], [2.123, 0.779, 2.248], [1.373, 1.388, -0.435], [-0.465, -0.846, 0.966], [1.655, -1.370, -0.581], [0.645, -0.772, -1.863], [-0.023, -3.009, -1.104], [-0.957, 0.576, -1.756], [-1.061, 1.677, -0.296], [-2.296, -0.229, 0.706], [-2.434, -0.855, -0.837]], "homo_ha": -0.3046, "gap_ha": 0.3357, "smiles": "CN[C@@H](CN)CO"}

=====

Winner for stability: b

=====

## a
{"formula": "C4H12N2O", "method": "ωB97M-V with the def2-TZVPD basis set", "elements": ["C", "C", "C", "C", "N", "N", "O", "H", "H", "H", "H", "H", "H", "H", "H", "H", "H", "H", "H"], "coordinates": [[0.784, 1.138, 0.441], [0.414, -2.385, 1.254], [0.690, 0.064, -1.737], [-1.614, 1.529, -0.087], [1.054, -0.026, -0.353], [-0.620, 0.921, 0.762], [-0.215, -1.499, 0.388], [-0.751, -0.218, 0.826], [1.379, 1.101, 1.356], [0.938, 2.083, -0.095], [0.306, -2.085, 2.309], [1.499, -2.435, 1.057], [0.020, -3.401, 1.128], [0.559, 1.087, -2.103], [-0.226, -0.504, -1.936], [1.481, -0.441, -2.303], [-1.396, 2.588, -0.258], [-1.724, 1.043, -1.068], [-2.579, 1.441, 0.419]], "homo_ha": [-0.2978, -0.2987], "gap_ha": [0.2706, 0.2854]}

=====

## b
{"formula": "C4H12N2O", "method": "ωB97M-V with the def2-TZVPD basis set", "elements": ["C", "C", "C", "C", "H", "H", "H", "H", "H", "H", "H", "H", "H", "H", "H", "H", "N", "N", "O"], "coordinates": [[1.418, -1.795, -0.277], [2.133, -0.419, 0.027], [1.824, 1.932, -0.001], [-2.681, -0.205, 0.749], [0.369, -1.716, -0.709], [1.209, -2.551, 0.654], [2.087, -2.470, -0.767], [0.359, 0.485, -0.331], [2.719, 2.229, -0.583], [1.146, 2.583, -0.411], [2.063, 2.122, 0.979], [-2.834, -0.502, -1.278], [-3.810, 0.834, -0.609], [-1.752, 0.333, 1.383], [-3.802, -0.074, 1.253], [-2.526, -1.396, 0.509], [1.315, 0.605, -0.143], [-2.633, 0.334, -0.675], [3.396, -0.328, 0.232]], "homo_ha": -0.3495, "gap_ha": 0.3659}

=====

Winner for stability: b

=====

## a
{"formula": "C4H12N2O", "method": "ωB97M-V with the def2-TZVPD basis set", "elements": ["C", "C", "C", "C", "N", "N", "H", "H", "H", "H", "H", "H", "H", "H", "H", "H", "H", "H", "O"], "coordinates": [[-1.434, -1.309, 0.531], [-1.337, -0.516, -0.764], [-0.056, 0.325, -1.010], [0.183, 2.164, 0.596], [-0.069, 1.665, -0.526], [-0.209, -2.045, 0.891], [-2.179, -2.090, 0.377], [-1.702, -0.685, 1.393], [-1.365, -1.192, -1.616], [-2.194, 0.170, -0.837], [0.162, 0.349, -2.070], [0.849, -0.145, -0.568], [0.023, 3.245, 0.629], [0.431, 1.652, 1.531], [-0.239, -3.031, 0.662], [0.620, -1.649, 0.480], [2.914, 1.155, -0.655], [2.786, 0.539, 0.684], [2.817, 1.398, 0.271]], "homo_ha": -0.3205, "gap_ha": 0.3463, "smiles": "C=NCCCN.O"}

=====

## b
{"formula": "C4H12N2O", "method": "ωB97M-V with the def2-TZVPD basis set", "elements": ["C", "O", "C", "C", "C", "N", "N", "H", "H", "H", "H", "H", "H", "H", "H", "H", "H", "H", "H"], "coordinates": [[-0.040, 0.207, 1.631], [-0.958, -0.860, 1.853], [-0.132, 1.063, 0.359], [0.148, 0.320, -0.958], [-0.583, -1.015, -1.185], [0.156, -2.254, -1.026], [0.808, 2.130, 0.626], [0.949, -0.234, 1.637], [-0.109, 0.888, 2.480], [-1.106, 1.521, 0.249], [-0.151, 0.978, -1.785], [1.219, 0.202, -1.170], [-1.446, -1.095, -0.520], [-1.055, -1.015, -2.167], [0.771, -2.300, -0.225], [0.723, -2.442, -1.845], [-1.806, -0.652, 1.453], [0.864, 2.790, -0.137], [1.750, 1.768, 0.730]], "homo_ha": -0.3309, "gap_ha": 0.3675, "smiles": "NCC[C@H](N)CO"}

=====

## c
{"formula": "C4H12N2O", "method": "ωB97M-V with the def2-TZVPD basis set", "elements": ["N", "C", "C", "C", "O", "C", "N", "H", "H", "H", "H", "H", "H", "H", "H", "H", "H", "H", "H"], "coordinates": [[-0.951, -1.146, -1.159], [0.098, -0.479, -0.331], [-0.527, -0.264, 1.034], [0.340, -0.163, 2.255], [-1.498, 0.808, 0.994], [0.509, 0.825, -1.010], [0.934, 0.608, -2.381], [-0.453, -1.696, -1.827], [-1.539, -0.485, -1.652], [0.945, -1.157, -0.205], [-1.179, -1.135, 1.146], [0.543, 0.825, 2.688], [-0.127, -0.564, 3.171], [1.305, -0.669, 2.193], [-2.201, 0.622, 1.593], [1.233, 1.399, -0.406], [-0.347, 1.502, -0.901], [1.523, -0.218, -2.371], [1.391, 1.388, -2.832]], "homo_ha": -0.3324, "gap_ha": 0.3666, "smiles": "C[C@@H](O)[C@@H](N)CN"}

=====

## d
{"formula": "C4H12N2O", "method": "ωB97M-V with the def2-TZVPD basis set", "elements": ["C", "C", "C", "N", "C", "N", "H", "H", "H", "H", "H", "H", "H", "H", "H", "H", "H", "H", "O"], "coordinates": [[0.648, -2.549, 0.348], [0.012, -1.566, -0.652], [0.345, -0.151, -0.210], [0.617, 2.783, -0.135], [-0.194, 2.033, -0.968], [-0.543, 0.821, -0.887], [0.075, -2.570, 1.267], [1.715, -2.363, 0.457], [0.661, -3.588, -0.028], [-1.085, -1.618, -0.678], [0.341, -1.877, -1.644], [0.538, 0.092, 0.834], [1.305, 0.041, -0.746], [0.519, 3.782, -0.207], [1.452, 2.366, 0.244], [-0.736, 2.718, -1.629], [-2.434, 0.125, 1.954], [-1.406, 0.702, 0.912], [-1.832, 0.820, 1.767]], "homo_ha": -0.3399, "gap_ha": 0.3716, "smiles": "CCC/N=C\\N.O"}

=====

Winner for stability: b

=====

## a
{"formula": "C4H12N2O", "method": "ωB97M-V with the def2-TZVPD basis set", "elements": ["C", "N", "O", "H", "H", "H", "H", "H", "C", "C", "C", "N", "H", "H", "H", "H", "H", "H", "H"], "coordinates": [[-0.612, 0.280, 2.218], [-0.411, 2.081, -0.548], [-0.413, 0.491, 0.842], [0.242, 2.411, 0.162], [0.128, 2.002, -1.416], [0.125, -0.442, 2.584], [-0.544, 1.236, 2.735], [-1.628, -0.091, 2.394], [2.050, -0.419, -1.122], [-1.509, -0.941, -0.772], [-0.162, -0.586, -0.161], [0.684, 0.034, -1.063], [0.274, -1.441, 0.389], [2.396, -0.832, -0.166], [2.692, 0.432, -1.379], [2.182, -1.145, -1.933], [-1.933, -0.046, -1.225], [-2.192, -1.312, -0.009], [-1.369, -1.711, -1.529]], "homo_ha": [-0.3066, -0.3396], "gap_ha": [0.2897, 0.3673]}

=====

## b
{"formula": "C4H12N2O", "method": "ωB97M-V with the def2-TZVPD basis set", "elements": ["C", "C", "C", "O", "N", "H", "H", "H", "H", "H", "H", "H", "C", "N", "H", "H", "H", "H", "H"], "coordinates": [[2.159, -0.391, 0.911], [-1.096, -2.073, 0.433], [-0.165, -0.995, 0.885], [1.058, -1.092, 0.322], [-0.538, -0.065, 1.691], [0.208, 0.611, 1.851], [3.082, -0.857, 0.554], [2.136, -0.472, 2.003], [2.148, 0.655, 0.595], [-1.879, -1.640, -0.194], [-0.559, -2.834, -0.140], [-1.550, -2.548, 1.307], [-0.833, 2.209, -1.299], [-0.648, 0.974, -2.039], [-1.198, 0.240, -1.595], [0.324, 0.676, -1.963], [-0.334, 3.035, -1.813], [-1.898, 2.445, -1.218], [-0.418, 2.123, -0.291]], "homo_ha": -0.3374, "gap_ha": 0.3665, "smiles": "[H]/N=C(/C)OC.CN"}

=====

Winner for stability: b

=====

## a
{"formula": "C4H12", "method": "ωB97M-V with the def2-TZVPD basis set", "elements": ["C", "C", "H", "H", "H", "H", "H", "H", "C", "C", "H", "H", "H", "H", "H", "H"], "coordinates": [[-0.438, -2.153, 0.099], [-0.432, -3.045, -1.069], [-0.822, -2.627, 1.031], [0.371, -1.533, 0.389], [-1.134, -1.374, -0.161], [0.507, -3.540, -1.214], [-0.354, -2.442, -1.981], [-1.178, -3.699, -1.019], [-0.356, 2.490, 0.206], [1.110, 2.665, 0.696], [-0.655, 3.455, -0.047], [-0.342, 1.707, -0.589], [-0.885, 2.215, 1.048], [1.549, 3.598, 0.435], [1.929, 1.813, 0.324], [1.132, 2.471, 1.850]], "total_charge": 1, "s_squared": 0.753, "homo_ha": [-0.6091, -0.5327], "gap_ha": [0.5017, 0.1048], "spin_multiplicity": 2}

=====

## b
{"formula": "C4H12", "method": "ωB97M-V with the def2-TZVPD basis set", "elements": ["C", "C", "H", "H", "H", "H", "H", "H", "C", "C", "H", "H", "H", "H", "H", "H"], "coordinates": [[-0.691, -0.543, 1.541], [-1.685, -1.334, 2.342], [-0.964, 0.516, 1.556], [0.347, -0.587, 1.900], [-0.634, -0.970, 0.510], [-1.533, -1.034, 3.414], [-1.507, -2.399, 2.245], [-2.739, -1.081, 2.171], [0.572, 0.851, -1.499], [1.790, 0.978, -2.387], [-0.071, 1.752, -1.585], [-0.052, 0.014, -1.845], [0.897, 0.766, -0.453], [1.461, 1.338, -3.382], [2.313, 0.027, -2.539], [2.495, 1.705, -1.987]], "total_charge": 1, "s_squared": 0.753, "homo_ha": [-0.6081, -0.5593], "gap_ha": [0.5014, 0.1314], "spin_multiplicity": 2}

=====

## c
{"formula": "C4H12", "method": "ωB97M-V with the def2-TZVPD basis set", "elements": ["C", "C", "H", "H", "H", "H", "H", "H", "C", "C", "H", "H", "H", "H", "H", "H"], "coordinates": [[-1.625, -0.368, -0.931], [-1.557, 1.074, -1.325], [-2.120, -1.057, -1.613], [-0.601, -0.761, -0.673], [-2.154, -0.453, 0.034], [-1.339, 1.282, -2.371], [-2.462, 1.609, -0.991], [-0.762, 1.576, -0.729], [1.087, -0.321, 1.626], [2.102, -0.440, 0.573], [1.528, -0.271, 2.639], [0.490, 0.621, 1.515], [0.330, -1.114, 1.591], [2.800, 0.406, 0.620], [1.517, -0.461, -0.396], [2.766, -1.322, 0.431]], "total_charge": 1, "s_squared": 0.753, "homo_ha": [-0.6159, -0.5718], "gap_ha": [0.5056, 0.1494], "spin_multiplicity": 2}

=====

Winner for stability: b